Entry 1:
{"formula": "C17H24F3IrNO6S4", "method": "ωB97M-V/def2-TZVPD", "e_tot_ev": -86125.2083, "total_charge": 0, "lumo_ev": [-0.81, -1.13], "multiplicity": 2, "s2": 0.754, "orbital_gap_ev": [6.671, 6.351], "species": ["Ir", "C", "C", "S", "C", "C", "S", "C", "C", "S", "H", "H", "H", "H", "H", "H", "H", "H", "H", "H", "H", "H", "N", "C", "C", "C", "C", "C", "C", "S", "O", "O", "O", "H", "H", "H", "H", "H", "H", "F", "C", "F", "F", "C", "O", "O", "C", "O", "C", "C", "H", "H", "H", "H", "H", "H"], "xyz": [[-0.38599, -0.21793, 0.38596], [-0.10478, -2.67588, 3.15484], [0.31582, -1.25589, 3.51824], [-0.54091, 0.09716, 2.68654], [-2.29865, -0.11549, 3.07879], [-3.09598, -1.16723, 2.31069], [-2.72707, -1.20851, 0.52666], [-2.53340, -2.97135, 0.19057], [-1.58140, -3.80498, 1.04111], [0.04294, -3.08284, 1.38112], [-1.12923, -2.85744, 3.46974], [0.52787, -3.37272, 3.70453], [1.36465, -1.08679, 3.26559], [0.21047, -1.09682, 4.59270], [-2.70966, 0.87609, 2.88395], [-2.36598, -0.28951, 4.15436], [-4.15383, -0.92775, 2.41480], [-2.94638, -2.16613, 2.71158], [-2.22709, -2.99503, -0.85647], [-3.53062, -3.41315, 0.23452], [-1.39699, -4.73611, 0.50444], [-2.03767, -4.08573, 1.98929], [-0.38110, -0.27858, -1.72834], [0.70274, 0.44030, -2.39641], [1.31805, -0.12938, -3.49929], [2.42681, 0.48951, -4.05498], [2.90343, 1.67855, -3.51745], [2.23443, 2.27520, -2.46041], [1.13193, 1.65400, -1.88877], [4.43107, 2.39187, -4.15504], [4.47608, 3.71019, -3.54862], [4.24370, 2.36896, -5.59281], [5.42564, 1.45552, -3.65585], [-1.28783, 0.16140, -1.95815], [-0.38418, -1.22286, -2.10267], [0.95855, -1.07321, -3.89929], [2.94460, 0.05251, -4.89890], [2.60612, 3.22260, -2.09044], [0.60192, 2.11319, -1.06188], [-2.95064, 3.99350, 0.82170], [-3.53104, 2.94834, 0.22634], [-4.26536, 2.30553, 1.17657], [-4.37195, 3.40114, -0.69357], [-2.50756, 1.92806, -0.33274], [-2.80780, 1.32168, -1.35250], [-1.50012, 1.78694, 0.42846], [1.79155, 2.10056, 1.39268], [2.27911, 0.79190, 1.01264], [1.51782, -0.02967, 0.35002], [2.37664, -0.97234, -0.43431], [2.35459, 2.39384, 2.27313], [0.72338, 2.08912, 1.58793], [2.01185, 2.77515, 0.56840], [3.04431, -0.38520, -1.07141], [1.79372, -1.65396, -1.04593], [2.99339, -1.55036, 0.25835]], "lowdin_spin": [0.73, 0.00, 0.00, 0.00, 0.00, 0.00, 0.00, 0.00, 0.01, 0.09, 0.00, 0.00, 0.00, 0.00, 0.00, 0.00, 0.00, 0.00, 0.00, 0.00, 0.00, 0.00, 0.00, 0.00, 0.00, 0.00, 0.00, 0.00, 0.00, 0.00, 0.00, 0.00, 0.00, 0.00, 0.00, 0.00, 0.00, 0.00, 0.00, 0.00, 0.01, 0.00, 0.00, 0.01, 0.00, 0.09, 0.00, 0.00, 0.02, 0.01, 0.00, 0.00, 0.00, 0.00, 0.00, 0.00]}

***

Entry 2:
{"formula": "C17H24N2O3SSi", "method": "ωB97M-V/def2-TZVPD", "smiles": "Cc1c(Sc2ccccc2)n(COCC[Si](C)(C)C)c(=O)[nH]c1=O", "e_tot_ev": -45855.0528, "total_charge": 0, "lumo_ev": 0.12, "orbital_gap_ev": 9.043, "species": ["C", "C", "C", "S", "C", "C", "C", "C", "C", "C", "N", "C", "O", "C", "C", "Si", "C", "C", "C", "C", "O", "N", "C", "O", "H", "H", "H", "H", "H", "H", "H", "H", "H", "H", "H", "H", "H", "H", "H", "H", "H", "H", "H", "H", "H", "H", "H", "H"], "xyz": [[-1.72212, 3.64222, -0.80664], [-1.75044, 2.41884, 0.08848], [-2.11622, 1.19443, -0.32596], [-2.61940, 0.96861, -2.01071], [-1.01917, 0.29540, -2.55533], [-0.93169, -0.88085, -3.30216], [0.29501, -1.43784, -3.62213], [1.44669, -0.71365, -3.35333], [1.36325, 0.52629, -2.73298], [0.16172, 0.96572, -2.24230], [-2.18695, 0.10097, 0.55159], [-2.63880, -1.19240, 0.03531], [-1.68120, -2.02091, -0.57239], [-0.53438, -2.25053, 0.24567], [0.47048, -1.11135, 0.06734], [1.85936, -0.80241, 1.33642], [3.49479, -1.68306, 0.90942], [2.22029, 1.02106, 1.72318], [1.28623, -1.60311, 2.93738], [-1.74501, 0.25147, 1.89867], [-1.77589, -0.67597, 2.69733], [-1.35058, 1.51731, 2.31593], [-1.40490, 2.60802, 1.48092], [-1.11336, 3.71896, 1.88353], [-2.73290, 3.97440, -0.99303], [-1.24566, 3.46068, -1.77985], [-1.16428, 4.47852, -0.36244], [-1.81929, -1.50387, -3.32384], [0.35546, -2.43620, -4.04942], [2.39649, -1.15548, -3.60413], [2.22067, 1.10789, -2.54269], [0.13787, 1.88648, -1.66680], [-3.09219, -1.76564, 0.86966], [-3.47080, -1.04642, -0.67816], [-0.87742, -2.23793, 1.29727], [-0.18027, -3.26816, 0.02382], [0.94265, -1.14212, -0.93584], [-0.12174, -0.20926, 0.14907], [3.33628, -2.68963, 0.60919], [4.17563, -1.65802, 1.74619], [3.94028, -1.16626, 0.06830], [1.30506, 1.47766, 2.07787], [2.90950, 1.08740, 2.55011], [2.61987, 1.58099, 0.86578], [0.58791, -0.94231, 3.46064], [2.13774, -1.86896, 3.61411], [0.77359, -2.52210, 2.67021], [-1.14218, 1.70110, 3.28672]], "nbo_charge": [-0.64, -0.19, 0.12, 0.28, -0.14, -0.22, -0.20, -0.23, -0.17, -0.24, -0.50, 0.09, -0.54, -0.08, -0.92, 1.61, -1.09, -1.10, -1.12, 0.81, -0.62, -0.63, 0.64, -0.59, 0.23, 0.22, 0.25, 0.23, 0.22, 0.22, 0.21, 0.22, 0.20, 0.22, 0.20, 0.20, 0.25, 0.23, 0.23, 0.23, 0.22, 0.23, 0.24, 0.23, 0.24, 0.23, 0.23, 0.44]}

***

Entry 3:
{"formula": "C17H24N2O5S", "method": "ωB97M-V/def2-TZVPD", "smiles": "Cc1ccc(S(=O)(=O)N2CCOCC2)cc1C(=O)NC[C@@H]1CCCO1", "e_tot_ev": -42071.2435, "total_charge": 0, "lumo_ev": 0.60, "orbital_gap_ev": 9.974, "species": ["C", "C", "C", "C", "C", "S", "O", "O", "N", "C", "C", "O", "C", "C", "C", "C", "C", "O", "N", "C", "C", "C", "C", "C", "O", "H", "H", "H", "H", "H", "H", "H", "H", "H", "H", "H", "H", "H", "H", "H", "H", "H", "H", "H", "H", "H", "H", "H", "H"], "xyz": [[-1.29471, -4.70354, -0.42302], [-1.78676, -3.32348, -0.13061], [-3.14875, -3.07376, 0.00655], [-3.62618, -1.80386, 0.28535], [-2.72625, -0.76831, 0.43704], [-3.27586, 0.88839, 0.83128], [-3.02159, 1.14313, 2.21980], [-4.61198, 1.06812, 0.33644], [-2.16240, 1.77361, -0.04374], [-2.40327, 1.87487, -1.46339], [-1.07111, 2.22662, -2.13513], [-0.52203, 3.40556, -1.59707], [-0.31446, 3.29194, -0.20468], [-1.63071, 2.99491, 0.51729], [-1.37015, -0.98736, 0.31807], [-0.88823, -2.26033, 0.03196], [0.58669, -2.41054, -0.19344], [1.06385, -3.02982, -1.12436], [1.34144, -1.77857, 0.73715], [2.73209, -1.47714, 0.50311], [2.86591, -0.08705, -0.15173], [4.32014, 0.38879, -0.21672], [4.45386, 1.19744, 1.07242], [3.06080, 1.81086, 1.19125], [2.15615, 0.87273, 0.62787], [-2.11984, -5.36744, -0.66530], [-0.76666, -5.10260, 0.44257], [-0.58941, -4.67990, -1.25013], [-3.84676, -3.88901, -0.11430], [-4.68111, -1.59960, 0.37668], [-2.77556, 0.91242, -1.81634], [-3.15169, 2.64971, -1.68114], [-1.21069, 2.41368, -3.20088], [-0.36961, 1.38975, -1.99554], [0.09829, 4.24877, 0.11817], [0.40331, 2.48538, 0.00315], [-1.47828, 2.82891, 1.58293], [-2.32886, 3.83246, 0.37366], [-0.70543, -0.14229, 0.41598], [0.87860, -1.17902, 1.40375], [3.13053, -2.23971, -0.16845], [3.26500, -1.50079, 1.45623], [2.39457, -0.13095, -1.14154], [4.46603, 1.03383, -1.08320], [5.01643, -0.44420, -0.27458], [4.65559, 0.53990, 1.91843], [5.23240, 1.95421, 1.02150], [3.00090, 2.74994, 0.62415], [2.75578, 2.00334, 2.22253]], "nbo_charge": [-0.65, 0.04, -0.20, -0.17, -0.34, 2.33, -0.94, -0.94, -0.70, -0.26, -0.07, -0.52, -0.08, -0.26, -0.19, -0.07, 0.65, -0.62, -0.60, -0.25, 0.09, -0.43, -0.43, -0.07, -0.56, 0.21, 0.23, 0.26, 0.22, 0.24, 0.22, 0.20, 0.20, 0.17, 0.20, 0.18, 0.24, 0.19, 0.24, 0.41, 0.24, 0.20, 0.19, 0.22, 0.22, 0.20, 0.22, 0.17, 0.19]}

***

Entry 4:
{"formula": "C17H24N2O5S", "method": "ωB97M-V/def2-TZVPD", "smiles": "CCOC(=O)c1c(S(=O)(=O)NCCCc2ccco2)c(C)n(C)c1C", "e_tot_ev": -42071.3514, "total_charge": 0, "lumo_ev": 0.58, "orbital_gap_ev": 9.055, "species": ["C", "C", "O", "C", "O", "C", "C", "S", "O", "O", "N", "C", "C", "C", "C", "C", "C", "C", "O", "C", "C", "N", "C", "C", "C", "H", "H", "H", "H", "H", "H", "H", "H", "H", "H", "H", "H", "H", "H", "H", "H", "H", "H", "H", "H", "H", "H", "H", "H"], "xyz": [[-4.38109, -1.85516, -1.10001], [-3.06873, -1.76009, -1.86319], [-2.07450, -1.09829, -1.07583], [-1.48732, -1.82088, -0.10370], [-1.59380, -3.02209, -0.01773], [-0.67745, -0.98685, 0.77933], [-0.85116, 0.39514, 1.08619], [-2.18536, 1.44296, 0.54388], [-3.41085, 0.71557, 0.68399], [-2.07359, 2.70938, 1.21374], [-1.99052, 1.75345, -1.07518], [-0.97180, 2.68934, -1.47925], [0.47076, 2.21195, -1.27837], [0.76833, 0.89109, -1.99886], [2.13714, 0.40132, -1.67372], [3.24225, 0.21077, -2.44873], [4.26035, -0.26721, -1.58580], [3.69897, -0.32871, -0.35129], [2.41464, 0.07420, -0.39168], [0.12552, 0.73478, 1.98951], [0.41205, 2.02675, 2.66057], [0.89254, -0.37536, 2.22178], [2.02626, -0.39086, 3.10330], [0.41246, -1.42901, 1.51173], [1.02855, -2.77945, 1.53946], [-4.59604, -0.89324, -0.63913], [-5.18501, -2.13177, -1.77604], [-4.30082, -2.60302, -0.31529], [-3.17468, -1.14227, -2.75804], [-2.69885, -2.75379, -2.13863], [-2.03505, 0.89766, -1.60352], [-1.14450, 2.93750, -2.53067], [-1.13884, 3.58267, -0.87369], [1.14726, 2.98631, -1.64632], [0.65119, 2.08082, -0.21207], [0.04273, 0.13829, -1.68128], [0.68820, 1.02144, -3.07893], [3.32375, 0.38471, -3.50191], [5.26412, -0.52571, -1.85346], [4.09212, -0.62670, 0.60041], [-0.36282, 2.73913, 2.39358], [0.42339, 1.90333, 3.74310], [1.38335, 2.41858, 2.35417], [1.70864, -0.25668, 4.14005], [2.54681, -1.34066, 3.01566], [2.71205, 0.41705, 2.84401], [2.03846, -2.75844, 1.12785], [1.07239, -3.16702, 2.55679], [0.41852, -3.45096, 0.94322]], "nbo_charge": [-0.65, -0.07, -0.54, 0.81, -0.61, -0.25, -0.40, 2.34, -0.94, -0.96, -0.86, -0.23, -0.41, -0.45, 0.30, -0.31, -0.31, 0.07, -0.42, 0.21, -0.67, -0.32, -0.41, 0.25, -0.67, 0.24, 0.21, 0.22, 0.18, 0.20, 0.41, 0.20, 0.23, 0.21, 0.21, 0.23, 0.22, 0.23, 0.23, 0.19, 0.28, 0.22, 0.22, 0.21, 0.22, 0.21, 0.22, 0.22, 0.27]}